1 | # C3H11NOS2

C3H11NOS2 as an isolated structure (ωB97M-V with the def2-TZVPD basis set, OMol25).

Computed properties:
charge: 0
HOMO-LUMO gap: 8.127 eV

Positions of all 18 atoms, in Å:
N1 0.118 1.454 -2.593
C1 0.330 1.250 -1.140
C2 0.833 -0.108 -0.755
S1 0.120 -1.115 1.099
S2 -1.403 0.044 1.779
C3 -0.550 1.309 2.725
H1 0.741 0.825 -3.099
H2 -0.784 1.063 -2.845
H3 1.051 2.024 -0.850
H4 -0.601 1.538 -0.638
H5 -0.014 -0.801 -0.542
H6 1.843 -0.294 -0.408
H7 -0.160 2.077 2.096
H8 -1.224 1.703 3.461
H9 0.280 0.873 3.274
H10 1.395 -2.509 -3.245
H11 1.310 -1.176 -2.529
O1 1.416 -1.559 -3.407

Results of the natural (NBO) charge analysis, in e, for atoms 1 through 4:
1. N -0.79
2. C -0.30
3. C -0.49
4. S -0.03

2 | # C3H11NOS2

A 2-piece molecular cluster, C3H11NOS2 overall (ωB97M-V with the def2-TZVPD basis set, OMol25).

Computed properties:
charge: 0
structure (SMILES): NCCCSS.O
HOMO-LUMO gap: 9.619 eV

Positions of all 18 atoms, in Å:
N1 -0.376 -1.951 -2.006
C1 0.329 -0.838 -1.336
C2 0.068 -0.854 0.172
C3 0.505 0.440 0.860
S1 2.328 0.646 0.692
S2 2.628 2.602 1.172
H1 -0.114 -1.969 -2.982
H2 -0.206 -2.849 -1.584
H3 -0.190 0.034 -1.734
H4 1.406 -0.879 -1.480
H5 0.535 -1.736 0.622
H6 -0.996 -0.992 0.383
H7 0.346 0.285 1.928
H8 -0.132 1.260 0.542
H9 2.715 2.583 2.524
O1 -2.656 1.378 0.991
H10 -3.534 1.745 1.147
H11 -2.657 1.096 0.091

Results of the natural (NBO) charge analysis, in e, for atoms 1 through 4:
1. N -0.85
2. C -0.22
3. C -0.42
4. C -0.52

Name the most stable of them. 2.